A structure of composition C46H116AsF12N8O11S2 in a non-equilibrium geometry, computed with ωB97M-V/def2-TZVPD.

Geometry as XYZ:
```
196
Properties=species:S:1:pos:R:3:forces:R:3:mulliken_charge:R:1
C -1.371139 -0.181429 2.139011 0.621 -0.308 -1.305 0.2826
F -1.224296 -0.641789 3.326967 0.019 0.125 0.932 -0.0997
F -2.587226 -0.480702 1.693791 -0.459 -0.195 -0.493 -0.0955
F -1.223227 1.129031 2.071566 0.163 0.331 0.174 -0.1035
S -0.034761 -1.021926 1.068099 -0.560 -1.223 -0.305 0.2833
O 1.207564 -0.822845 1.759178 -0.572 0.600 -0.589 -0.2591
O -0.435286 -2.415691 0.948888 -0.427 1.010 -0.561 -1.0334
N -0.193223 -0.261557 -0.485427 -0.705 -1.586 2.651 -0.2042
S 1.085768 0.620424 -0.560757 3.224 2.465 -1.257 0.5785
O 1.122292 1.807751 0.278105 -0.350 -0.881 -0.559 -0.2961
O 2.321701 -0.125739 -0.697595 -0.365 -0.026 0.219 -0.4584
C 0.999941 1.302709 -2.309768 -0.617 -1.277 0.688 -0.0872
F 2.139999 1.904075 -2.611043 -0.296 0.768 0.239 -0.2248
F 0.896274 0.291206 -3.205913 -0.397 -0.062 -0.010 -0.1700
F -0.074610 2.080238 -2.439395 0.402 0.367 -0.424 -0.0978
C 5.307413 1.089023 1.522498 -0.639 0.714 0.757 -1.5239
C 4.898908 -0.334899 1.827983 0.366 -0.706 -0.619 0.6973
N 5.671190 -1.107155 2.896803 -2.230 -1.914 -0.395 0.6025
C 4.906498 -2.441282 3.036920 -0.010 0.464 0.573 -1.0837
C 7.014850 -1.478337 2.324215 1.266 1.417 0.041 -0.4576
C 7.961461 -2.160811 3.315554 -0.511 -0.118 -0.323 -1.1954
C 5.587120 -0.412315 4.250787 -0.235 0.479 -0.681 -0.9234
C 4.182265 -0.252926 4.805935 -0.751 -0.635 -0.744 -0.7743
O 3.343623 0.524256 3.957191 0.580 0.995 0.665 0.2253
C 2.025616 0.471054 4.484973 -0.493 -2.065 -0.091 -0.1978
H 4.428029 1.515921 1.032697 0.198 -0.056 -0.441 0.2062
H 6.205382 1.247525 0.929434 -0.052 -0.319 -0.117 0.4743
H 5.384518 1.735103 2.400521 0.137 -0.279 0.165 0.3091
H 5.032656 -0.920175 0.915249 0.071 -0.120 0.039 0.5234
H 3.852110 -0.447144 2.079810 0.044 0.479 0.132 -0.6585
H 3.835379 -2.262542 3.124334 0.047 0.136 -0.528 0.2970
H 5.129666 -2.920716 3.990291 0.567 -0.028 -0.166 0.4038
H 5.185196 -3.066956 2.196635 -0.190 -0.061 0.008 0.3912
H 7.411800 -0.532424 1.941696 0.357 0.147 0.623 0.4058
H 6.872282 -1.977503 1.365302 -0.460 -0.634 0.409 0.3886
H 9.006246 -2.153390 3.010539 -0.085 0.463 -0.209 0.4263
H 7.748949 -3.223569 3.431628 -0.343 0.082 0.219 0.3460
H 7.858672 -1.633858 4.260713 0.402 -0.265 0.142 0.3055
H 5.984930 0.576101 4.032315 0.699 -0.128 0.737 0.3102
H 6.071306 -1.073835 4.963858 0.638 0.565 0.021 0.5931
H 4.170732 0.182442 5.807000 0.577 0.028 0.052 0.6373
H 3.743957 -1.252895 4.916539 -0.149 0.069 0.230 0.2816
H 1.933958 0.460015 5.574911 0.417 0.767 0.064 0.4891
H 1.724035 -0.559294 4.262665 -0.735 0.220 -0.096 -0.1335
H 1.339623 1.161486 4.003438 0.314 0.228 -0.106 -0.2291
C -9.901801 -0.649187 1.589265 -1.562 -0.371 0.718 -1.3822
C -9.119172 0.609537 1.357019 0.685 0.315 -0.806 -0.3021
N -8.139229 1.037257 2.455436 0.281 -0.632 -0.757 0.3991
C -7.324099 2.208800 1.980739 -1.089 -0.235 -0.633 -1.1107
C -8.854544 1.474540 3.739755 -0.232 -0.610 0.442 -0.5387
C -10.245990 2.085153 3.522664 1.363 -0.237 0.506 -1.1985
C -7.232070 -0.148878 2.676916 2.107 -0.463 1.844 -1.1949
C -5.935071 -0.285606 1.852864 -0.959 1.414 -1.973 -0.7317
O -6.267885 -0.400172 0.451285 0.315 -1.236 -0.196 0.0447
C -6.418023 -1.769280 0.042017 -0.302 -0.285 -0.584 -0.7538
H -10.318956 -0.780899 2.592007 0.348 0.168 0.152 0.3427
H -9.440162 -1.595740 1.315090 0.397 0.237 -0.046 0.3312
H -10.823016 -0.600295 1.002515 0.185 0.125 -0.270 0.4183
H -9.706522 1.488296 1.103461 -0.278 -0.133 0.293 0.7225
H -8.510537 0.404740 0.475079 0.282 0.329 0.145 0.1525
H -7.999608 3.060016 1.914518 0.074 0.074 0.205 0.4737
H -7.025018 1.974261 0.961152 0.471 0.104 0.151 0.3249
H -6.517364 2.404173 2.678804 0.052 -0.023 -0.084 0.3728
H -8.219860 2.191994 4.259516 0.238 0.073 -0.369 0.4816
H -8.855185 0.612419 4.407142 -0.365 -0.146 -0.194 0.4824
H -10.984241 1.329374 3.276482 -0.142 0.254 -0.241 0.3164
H -10.133479 2.894869 2.804000 -0.575 0.007 -0.086 0.3558
H -10.480671 2.522658 4.492403 -0.318 0.065 -0.101 0.4263
H -7.746355 -1.104708 2.689649 -0.545 0.316 -0.104 0.5139
H -6.811457 -0.022561 3.680971 -0.389 -0.026 0.215 0.5259
H -5.226966 -1.075605 2.098307 -0.526 -0.277 0.731 0.4298
H -5.367982 0.646612 1.874789 0.044 -0.068 0.358 0.2890
H -5.502623 -2.368442 0.054905 0.345 0.350 0.423 0.2911
H -6.744807 -1.830725 -0.996783 -0.043 0.566 -0.045 0.1013
H -7.170908 -2.348243 0.581837 -0.036 0.328 0.444 0.4164
C 3.808331 5.239423 1.714818 -0.859 0.661 0.331 -1.5681
C 2.736227 4.554207 2.599028 1.465 -0.305 -1.521 -0.4105
N 1.997575 5.430945 3.555805 -1.197 -0.770 0.222 0.6207
C 1.303126 4.481956 4.504322 0.525 -0.103 0.295 -1.0823
C 2.917994 6.382684 4.357733 -0.922 0.522 -1.799 -0.4343
C 2.231148 7.053193 5.525687 0.489 0.350 -0.115 -1.2718
C 0.939908 6.250102 2.815396 0.167 0.870 -0.018 -0.8295
C 0.139558 5.724726 1.615660 0.643 -0.388 0.258 -0.6938
O 0.953633 5.626337 0.472484 0.193 -0.404 -0.134 -0.2087
C 0.210500 5.324455 -0.705165 0.214 0.798 -0.036 -0.6704
H 3.339833 6.007782 1.097717 0.087 0.228 0.210 0.4122
H 4.248527 4.570857 0.976362 -0.084 -0.450 0.383 0.3507
H 4.597652 5.667942 2.329481 0.113 0.030 -0.189 0.4041
H 3.249393 3.739758 3.110701 -0.346 0.091 0.565 0.8489
H 1.999736 4.117471 1.929416 -0.111 -0.126 0.194 -0.0371
H 0.962418 3.594509 3.977112 0.055 0.089 -0.151 0.3318
H 0.462768 4.921462 5.034687 0.132 0.355 -0.146 0.3189
H 2.072783 4.210616 5.225035 -0.192 -0.313 0.076 0.5181
H 3.090962 7.129304 3.581125 0.508 0.152 0.276 0.4426
H 3.861203 5.867442 4.518977 -0.180 -0.179 0.480 0.3937
H 1.279675 7.516598 5.263112 -0.249 -0.554 -0.026 0.3305
H 2.802920 7.959139 5.739382 0.365 -0.330 0.393 0.4335
H 2.177864 6.406908 6.396580 -0.193 0.228 0.135 0.3713
H 1.457010 7.153630 2.491686 -0.014 -0.047 -0.213 0.4265
H 0.230903 6.585748 3.569632 -0.005 -0.148 0.038 0.4808
H -0.631384 6.486848 1.459189 -0.173 -0.112 0.081 0.5753
H -0.320931 4.744007 1.787991 -0.213 0.097 0.272 0.2278
H -0.349831 6.226809 -0.963016 -0.322 -0.201 -0.178 0.3808
H -0.448908 4.457453 -0.622842 0.012 -0.024 0.330 0.2119
H 0.917073 5.140529 -1.512086 0.129 -0.032 0.124 0.1834
C 2.465236 -1.597876 -6.767861 1.658 -0.050 -1.429 -1.2260
C 2.805679 -3.010514 -6.360406 -0.317 0.279 1.316 -0.5515
N 2.008741 -3.500639 -5.138986 -0.660 -0.806 0.781 0.0171
C 2.312423 -4.963544 -4.958170 0.780 0.421 -1.608 -1.1053
C 2.514936 -2.725367 -3.898706 0.832 -0.550 -1.194 -0.3248
C 2.009115 -3.178838 -2.553696 -0.745 0.678 0.362 -1.0921
C 0.465947 -3.353423 -5.244586 1.786 -0.177 -1.099 -0.5296
C -0.113584 -4.013308 -6.530941 -0.775 1.121 0.672 -1.0012
O 0.485968 -3.466286 -7.677802 0.344 -0.165 -0.035 -0.2335
C -0.245746 -3.863536 -8.839857 0.562 -0.572 -0.851 -0.8750
H 3.026401 -0.802750 -6.274854 -0.649 -0.030 0.772 0.4383
H 1.432204 -1.414829 -7.033865 -0.018 0.145 0.311 0.3195
H 3.021782 -1.572025 -7.717043 -0.458 0.167 -0.282 0.4282
H 3.827456 -3.077367 -5.987298 0.134 0.003 -0.369 0.6013
H 2.653674 -3.688748 -7.191668 -0.143 -0.135 0.259 0.4825
H 1.714579 -5.502347 -4.232265 0.129 0.395 0.320 0.4197
H 3.393635 -4.980069 -4.828177 -0.091 -0.528 0.551 0.3968
H 2.143636 -5.421490 -5.933212 -0.118 -0.127 0.100 0.5002
H 2.296135 -1.695605 -4.168870 -0.140 0.139 0.547 0.2988
H 3.602187 -2.824966 -3.905231 -0.028 -0.111 -0.362 0.3159
H 1.865773 -4.249026 -2.406217 -0.317 0.003 -0.518 0.2800
H 1.113522 -2.575873 -2.384791 -0.247 -0.572 0.573 0.1521
H 2.696999 -2.940037 -1.741644 0.176 0.480 -0.314 0.4717
H 0.325801 -2.275276 -5.271281 -0.411 -0.027 0.193 0.3477
H 0.188858 -3.825635 -4.306516 -0.837 0.156 -0.174 0.5272
H -1.162242 -3.698945 -6.618461 -0.188 -0.230 0.688 0.4699
H -0.137783 -5.105247 -6.471413 0.421 -0.061 -0.206 0.5240
H 0.354759 -3.802648 -9.750460 0.531 0.223 0.421 0.3124
H -1.092410 -3.214613 -9.073094 -0.368 -0.320 0.648 0.3032
H -0.430977 -4.934102 -8.725121 -0.780 0.164 -0.226 0.3445
C 4.960241 5.002403 -4.722441 1.532 -0.080 -0.279 -1.3951
C 4.913578 3.499602 -4.525210 -0.501 0.084 0.534 0.0422
C 3.763847 2.846114 -5.282973 -0.843 0.234 -0.096 -0.3523
O 4.052035 2.622681 -6.638516 0.812 -0.768 0.477 -0.4570
C 2.886416 2.335870 -7.439209 0.217 1.148 0.466 -0.6939
N 6.245990 2.864876 -4.949939 -0.137 0.956 -0.319 -0.2507
H 6.303189 1.847293 -4.931797 -0.403 -0.038 -0.150 0.3061
H 6.381097 3.204833 -5.908755 0.174 -0.461 -0.176 0.4018
H 7.048222 3.203281 -4.412552 -0.179 0.215 0.133 0.3696
H 4.007055 5.502879 -4.590570 -0.165 -0.285 -0.197 0.3760
H 5.378676 5.163733 -5.720321 -0.438 0.496 -0.107 0.3939
H 5.655654 5.477798 -4.026572 0.013 -0.071 0.032 0.4239
H 4.788923 3.281300 -3.464572 0.038 -0.196 -0.021 0.3083
H 2.896302 3.513167 -5.267732 0.116 0.334 0.493 0.5535
H 3.434524 1.988910 -4.682664 0.159 -0.636 -0.628 0.1050
H 3.174705 1.676363 -8.249912 -0.097 -0.167 0.118 0.2580
H 2.554825 3.296380 -7.839055 -0.127 -0.132 -0.248 0.3475
H 2.085544 1.973720 -6.793168 0.020 -0.483 -0.223 0.2829
C -3.607815 1.515254 -2.117585 -1.204 -0.109 0.171 -1.7076
C -3.969017 0.023991 -2.167416 0.564 -0.359 1.526 0.7680
C -5.008801 -0.255010 -3.254450 0.725 0.458 -0.604 -0.8665
O -5.266487 -1.588989 -3.585692 0.526 0.050 1.382 -0.3706
C -6.545567 -1.777370 -4.189092 0.792 -1.617 -0.883 -0.7904
N -2.683082 -0.785670 -2.344473 -0.201 -0.315 -0.669 0.2181
H -2.862785 -1.769598 -2.135034 -0.158 -0.003 -0.174 0.4619
H -2.328285 -0.741264 -3.301494 0.123 0.115 0.055 0.4130
H -1.956743 -0.482647 -1.682238 0.293 0.226 0.023 -0.0416
H -3.351211 1.823324 -3.129794 0.366 0.413 0.204 0.4402
H -2.952469 1.866829 -1.319890 0.783 -0.675 -0.353 0.3941
H -4.492767 2.077860 -1.804476 -0.358 -0.220 -0.549 0.4635
H -4.212110 -0.360713 -1.174011 -0.854 0.392 -0.028 -0.0209
H -4.554244 0.223268 -4.135586 -0.445 0.274 -0.230 0.4793
H -5.918930 0.281618 -2.979925 0.016 0.107 0.037 0.5221
H -6.543936 -1.263976 -5.152639 -0.716 0.573 0.359 0.3472
H -7.379207 -1.687577 -3.494106 -0.014 0.755 -0.162 0.3018
H -6.534984 -2.830363 -4.485309 -0.090 0.026 0.143 0.2760
C 0.930921 -6.367050 2.691187 -0.079 0.455 -0.318 -1.4973
C -0.339869 -5.934331 1.987537 0.187 -0.611 -0.181 0.0228
C -1.101344 -4.935121 2.825897 -0.490 -0.429 0.230 -0.3290
O -2.364321 -4.720377 2.225192 -0.194 0.206 -0.741 -0.4329
C -3.222426 -3.987625 3.062522 0.064 1.336 1.071 -0.5810
N -0.013568 -5.273064 0.615000 -0.060 0.473 1.159 0.0128
H -0.032297 -4.247779 0.753476 0.118 -0.067 -0.131 0.2841
H 0.921343 -5.578309 0.356907 -0.141 -0.037 -0.416 0.4017
H -0.736689 -5.506690 -0.058675 0.176 -0.128 -0.143 0.4181
H 0.605169 -6.679013 3.681853 0.440 0.041 0.113 0.3891
H 1.600107 -5.505145 2.757513 0.091 -0.131 0.424 0.3439
H 1.446154 -7.193170 2.202094 -0.103 -0.030 -0.085 0.4857
H -0.870840 -6.829927 1.663337 -0.536 0.189 0.483 0.3960
H -0.482786 -4.041553 2.963495 -0.236 0.299 -0.316 -0.0726
H -1.233797 -5.273203 3.856132 0.082 -0.444 -0.141 0.8216
H -2.770305 -3.028053 3.346477 0.400 -0.110 0.132 0.0846
H -3.446418 -4.495922 4.002455 0.060 -0.281 -0.082 0.4023
H -4.168197 -3.647239 2.637297 0.047 -0.838 -0.751 0.2387
As 0.499384 -3.045419 6.002515 1.097 -1.728 1.589 2.1760
F 0.054981 -2.329704 4.458660 0.617 0.049 0.130 -0.6019
F -1.184934 -3.037155 6.414849 0.380 0.001 -0.297 -0.4931
F 0.884155 -3.923737 7.464404 -0.415 0.743 -0.678 -0.4888
F 2.246294 -3.066839 5.647062 -0.562 0.368 -0.722 -0.4895
F 0.790388 -1.495758 6.742858 -0.459 -0.175 -0.443 -0.4883
F 0.421516 -4.624862 5.173702 -0.233 0.701 0.172 -0.5293
```
Forces are in eV/Å.

Total energy = -7316.6663 a.u.
Multiplicity = 1
HOMO level = -17.906 eV
Frontier orbital gap = 8.5 eV
Total charge = +5
Max |F| = 4.248 eV Å⁻¹